# C34H46ClF5OP4Ru

C34H46ClF5OP4Ru as an isolated structure in a non-equilibrium geometry (the ωB97M-V functional and the def2-TZVPD basis, OMol25).

As for the net charge: +2. For the highest occupied orbital energy (alpha / beta), the calculation gives -11.44 / -12.62 eV. The total energy is -3817.3968 Eh. The value obtained for the frontier orbital gap (alpha / beta) is 6.230 / 4.113 eV. Its expectation value of S² is 6.047. The multiplicity is 5. The largest force on an atom comes out at 7.3 eV/Å.

```
92
Properties=species:S:1:pos:R:3:forces:R:3
Ru -1.353676 0.560087 2.410179 -2.1470 1.8456 2.1711
C 1.060119 -1.183207 4.013486 0.1709 -0.1492 0.3858
H 2.433859 -0.753962 -0.843770 -0.5762 0.8802 0.7055
H 2.657814 -0.884410 -3.171619 -0.0234 0.3357 -0.3391
H -3.644467 2.346288 -1.234222 0.2194 -0.1131 0.2534
C -0.097585 1.140667 -3.396865 0.1479 -0.4722 -0.4710
H -1.964266 1.806248 -1.450015 -0.1385 -0.0660 0.2691
H 1.452877 -2.473646 -0.373208 0.0424 -0.1901 -0.5842
F -1.570505 2.168493 6.390243 0.6584 -0.4523 -0.1025
C -1.672864 -1.825920 -3.475516 0.5103 0.2186 -1.2045
H -1.519462 -1.204273 0.311850 -0.3586 -0.1888 1.4106
F -2.145537 2.943335 3.985011 0.1442 -0.6967 0.3125
F -0.982148 0.124577 5.903963 -0.1920 1.0144 -0.8680
H 1.884490 -1.135121 3.293675 -0.1271 -0.0407 0.1236
C -0.951113 -0.605564 1.064006 2.4368 -1.1927 -6.8180
H 2.107530 4.503632 2.520729 -0.0445 -0.2178 -0.1045
C 0.903705 -2.928970 -2.472345 0.1575 0.0127 -2.0355
H -2.261524 4.447023 0.345807 0.2114 -0.0832 0.0218
H -0.116056 -3.911671 2.627480 0.0223 0.0961 0.0073
C -1.076510 1.391781 5.399335 -0.7610 1.0142 1.9164
C 1.322516 1.540537 1.318113 0.8422 0.5001 0.4929
H -0.024527 3.258429 -3.889678 0.2120 -0.5422 0.1703
H -2.558006 -2.851218 -1.733400 0.1585 -0.1803 -0.6189
H 2.497897 3.239315 3.681377 0.0276 -0.0756 -0.1300
C 0.548273 2.329554 -3.753544 -0.0747 0.1052 0.2984
H 4.135367 0.873433 2.667415 -0.0188 0.0810 -0.1615
C -2.864435 1.681904 -0.835621 0.1617 -0.3134 -0.1187
H -3.059904 -1.580896 -6.585985 -0.2696 -0.1574 0.1740
C 1.065660 -3.846225 -3.539070 0.4099 -0.4462 0.5598
H 3.774310 4.193397 2.953230 -0.0668 -0.4531 -0.4416
C 1.186350 0.660314 0.088119 1.5389 0.8104 -0.1809
C 2.698358 1.197707 -3.781752 -0.0453 0.1789 0.5299
H -1.251140 -3.200026 4.676463 -0.2346 -0.0696 0.0609
H 1.233547 -1.976026 4.747656 0.2727 0.1075 -0.0318
H -2.568191 -2.580672 3.598414 0.1652 -0.0459 0.0990
C 2.616683 -5.109998 -2.245290 -0.0642 -0.1599 -0.6371
C 0.052123 -2.977454 2.086451 0.0398 -0.2262 -0.4936
Cl -3.479681 -0.590502 2.048359 -0.1391 -0.1935 0.3068
H -4.023354 3.286550 2.348477 -0.1007 -0.0728 -0.0478
H 0.968245 -0.221735 4.522858 0.0729 -0.3213 -0.0576
H -4.680301 -3.150581 -5.520868 0.0890 -0.0715 0.2921
C -2.970082 -1.876550 -5.544307 -0.3852 0.2557 0.2886
C -2.037331 1.563861 4.199451 0.2090 -0.9026 -0.0184
H 0.486531 -3.619988 -4.463852 0.5210 -0.9364 0.2719
C -0.023950 0.020377 0.328280 -1.4825 -3.6024 -0.9411
P 2.851743 2.474044 1.416681 1.1670 0.7816 0.3020
C -4.141180 2.508738 1.592778 0.0122 -0.0349 -0.0835
H -3.213456 0.647303 -0.917616 0.0177 0.1202 0.0374
H 5.261647 1.945604 1.800630 -0.6246 0.1673 -0.0640
C 0.380355 1.613961 2.302555 1.2349 0.5189 -0.7557
C 1.589951 -3.123562 -1.246015 0.0782 -0.5330 -0.4106
F -3.278188 1.113792 4.605284 0.8892 0.5716 0.1341
H -4.807927 2.837182 0.790964 0.0606 0.1046 0.1660
C 2.815549 3.697208 2.739412 -0.2867 0.4642 0.5151
C -1.696424 -2.320848 4.204500 0.2415 -0.2045 0.3495
H -0.521943 -2.999105 1.155449 0.1060 -0.1892 0.2161
C 4.293328 1.421315 1.730965 0.0612 -0.4213 -0.0526
H -1.173792 -0.686807 -5.245532 -0.4569 -0.1546 -0.1645
H 2.070747 -5.530458 -4.343038 0.2197 -0.0874 0.4616
C 2.430440 -4.263567 -1.144878 -0.6297 0.6433 -0.1711
H 4.349123 0.694271 0.914155 -0.0150 0.0798 0.2126
P -2.507881 2.092610 0.911506 -0.6007 0.9837 0.2418
H -1.185228 1.136249 -3.236235 0.5648 -0.1664 -0.3523
H -4.541148 1.595434 2.045974 -0.0146 0.3950 -0.0471
H 2.421184 3.254238 -4.333330 -0.1870 -0.0888 0.0097
H 3.772377 1.185449 -3.968187 -0.2587 0.1852 0.1549
H -2.000038 -1.598279 4.961854 -0.0340 -0.1454 -0.1139
P 0.129844 -1.753449 -3.680875 -1.3217 1.5577 5.8432
H 3.287847 -5.964526 -2.192330 -0.0636 0.2188 0.2221
C -2.645347 -2.617115 -2.802317 0.0999 -0.2779 -0.7877
O 2.354418 -0.259830 0.006297 -0.4950 0.5054 -0.2164
C 1.951585 -4.902781 -3.460055 -0.0756 -0.2758 0.1347
C -3.868777 -2.752714 -4.915893 0.5285 0.5169 -0.8158
H -1.257899 3.967782 1.748705 -0.1111 0.0314 -0.1445
C -1.606445 3.668772 0.755722 -0.1225 0.1833 -0.0669
H 1.116181 -2.898346 1.844927 -0.1684 0.0587 0.0078
C 2.081190 0.031190 -3.350944 -0.5119 -0.2582 -0.6886
P -0.457403 -1.589295 3.128544 -0.5576 0.6415 1.0385
C 0.663162 -0.060149 -3.298237 0.5950 0.7317 -0.4782
C 1.928022 2.350326 -3.986798 0.1526 -0.4198 -0.0019
H 2.956293 -4.494269 -0.208086 -0.3382 0.2285 -0.4397
H 0.632167 2.381725 3.049273 -0.3960 -0.4464 -0.0378
F 0.209284 1.806701 5.170871 -0.9560 -0.2902 -0.0998
H 3.230396 2.643953 -0.953836 -0.0308 0.0825 0.1241
C -3.731868 -3.092638 -3.566564 0.2687 0.2939 0.8465
H 2.381076 4.073340 -0.320241 0.1184 -0.1695 0.0410
H -0.735746 3.529408 0.103632 -0.1495 0.0524 0.0809
H -4.488107 -3.760434 -3.128911 0.4474 0.4818 -0.0173
C 3.195996 3.363572 -0.126845 -0.1983 0.0687 -0.3320
C -1.921140 -1.357140 -4.798621 -0.5657 -0.7581 -0.2164
H 1.092688 1.270739 -0.838294 0.4832 -0.1711 0.3387
H 4.143707 3.931509 -0.136501 -0.3695 -0.3991 0.3646
```
Forces are in eV/Å.